(1)
Computed, not measured: C4H9NO2 as an isolated structure, with ωB97M-V with the def2-TZVPD basis set.

The geometry in XYZ format:
```
16
Properties=species:S:1:pos:R:3:forces:R:3
N -0.410 1.643 0.771 -0.12 0.05 -0.03
C -0.728 1.487 -0.548 -0.06 0.04 -0.04
O -1.235 2.346 -1.244 0.14 -0.24 0.23
C -0.326 0.150 -1.121 0.16 -0.11 0.03
C 0.963 -0.315 -0.899 -0.06 0.16 -0.19
C 0.974 -1.500 0.806 -0.02 -0.06 0.18
O -0.112 -1.422 1.454 0.08 -0.07 -0.25
H -0.758 2.479 1.217 0.07 -0.10 -0.07
H -0.280 0.820 1.351 -0.03 0.12 -0.13
H -1.362 -0.675 -0.189 -0.08 0.09 -0.15
H -0.903 -0.169 -1.986 0.07 0.03 0.17
H 1.381 -1.029 -1.604 -0.09 0.08 0.10
H 1.666 0.401 -0.486 -0.11 -0.13 0.02
H 1.208 -2.432 0.273 -0.06 0.12 0.03
H 1.839 -0.947 1.185 -0.12 -0.01 -0.05
H -1.170 -1.071 0.521 0.24 0.01 0.17
```
Forces are in eV/Å.

Kohn-Sham gap   0.3581 Eh
LUMO level   -0.00495 hartree
2S+1   1
Net charge   0

Atom charges from the Mulliken analysis, given in e for atoms 1 to 6: atom 1 (N): -0.307, atom 2 (C): 0.490, atom 3 (O): -0.602, atom 4 (C): -0.295, atom 5 (C): -0.945, atom 6 (C): -0.196

***

(2)
Computed, not measured: a 4-piece molecular cluster, C3H15NO3 overall at a distorted geometry, with ωB97M-V with the def2-TZVPD basis set.

The geometry in XYZ format:
```
22
Properties=species:S:1:pos:R:3:forces:R:3
C 1.098 0.804 0.501 0.96 -0.99 -0.97
N 1.301 -0.647 0.204 -1.23 1.22 -0.22
C 2.716 -0.870 0.207 1.29 1.65 -0.30
C 0.793 -0.856 -1.182 0.83 -1.65 -0.61
H 1.501 1.036 1.502 -0.12 0.03 -0.52
H 1.747 1.254 -0.336 -1.32 0.63 1.28
H 0.014 0.989 0.472 0.54 0.49 -0.25
H 2.906 -1.866 -0.056 0.48 -1.51 -0.39
H 3.176 -0.663 1.181 -0.35 -0.14 -0.05
H 3.313 -0.186 -0.537 -1.10 -0.92 0.87
H 0.757 -2.001 -1.404 -0.29 2.04 0.43
H -0.153 -0.328 -1.474 0.72 -0.70 0.85
H 1.588 -0.465 -1.858 -0.47 -0.02 -0.01
H -2.397 2.908 0.058 0.65 0.50 -2.60
H -2.259 2.854 -1.575 -0.87 -1.20 -0.92
O -2.000 3.294 -0.796 0.20 0.63 3.54
H -1.706 -1.780 2.005 -0.78 -0.47 0.81
H -0.501 -1.168 1.392 -0.41 -0.34 -0.90
O -1.395 -1.514 1.153 1.35 0.65 -0.03
H -2.836 -0.545 0.517 -0.10 -0.06 0.08
H -3.920 -0.054 -0.447 -0.19 0.05 -0.70
O -3.744 -0.196 0.473 0.23 0.09 0.60
```
Forces are in eV/Å.

Kohn-Sham gap   0.3649 Eh
Structure (SMILES)   CN(C)C.O.O.O
LUMO level   0.02266 hartree
2S+1   1
Net charge   0

Atom charges from the Mulliken analysis, given in e for atoms 1 to 6: atom 1 (C): -0.939, atom 2 (N): -0.217, atom 3 (C): -0.899, atom 4 (C): -0.961, atom 5 (H): 0.301, atom 6 (H): 0.465

***

(3)
Computed, not measured: a 4-piece molecular cluster, C4H13NO3 overall at a distorted geometry, with ωB97M-V with the def2-TZVPD basis set.

The geometry in XYZ format:
```
21
Properties=species:S:1:pos:R:3:forces:R:3
N 0.945 -0.552 1.739 1.18 0.88 -0.78
C 0.943 0.682 1.107 1.92 -2.35 -3.59
C 1.433 0.896 -0.159 -1.76 0.25 0.24
C 1.420 2.229 -0.873 1.65 -0.02 0.53
C 0.406 2.916 -1.394 -1.01 -3.12 0.53
H 0.263 -0.863 2.369 -1.05 0.14 0.82
H 1.390 -1.278 1.226 0.14 -0.55 -0.24
H 0.865 1.554 1.615 -1.21 2.28 2.09
H 1.736 0.120 -0.878 0.03 -0.20 0.67
H 2.458 2.562 -1.015 -0.38 0.37 -0.17
H 0.512 3.719 -2.080 0.02 0.75 -0.09
H -0.547 2.313 -1.325 0.59 1.41 -0.09
H -0.100 -1.195 -0.934 -0.96 -0.48 -0.09
H -1.054 -1.137 -2.101 -0.35 -0.29 0.55
O -1.006 -1.511 -1.198 1.62 1.03 -1.04
H -0.990 -2.506 1.059 -0.13 -0.58 0.35
H -1.252 -3.198 -0.187 -0.47 -0.04 -1.74
O -0.983 -3.403 0.683 0.57 0.23 1.80
H -1.620 -0.785 0.242 -1.01 0.70 0.52
H -2.855 -0.130 1.004 -0.65 0.06 -0.38
O -1.963 -0.434 1.100 1.24 -0.46 0.11
```
Forces are in eV/Å.

Kohn-Sham gap   0.3161 Eh
Structure (SMILES)   C=C/C=C/N.O.O.O
LUMO level   0.01043 hartree
2S+1   1
Net charge   0

Atom charges from the Mulliken analysis, given in e for atoms 1 to 6: atom 1 (N): -0.422, atom 2 (C): -0.142, atom 3 (C): -0.405, atom 4 (C): -0.400, atom 5 (C): -0.612, atom 6 (H): 0.213

***

(4)
Computed, not measured: a 3-piece molecular cluster, C26H51N6O4 overall at a distorted geometry, with ωB97M-V with the def2-TZVPD basis set.

The geometry in XYZ format:
```
87
Properties=species:S:1:pos:R:3:forces:R:3
C 4.483 -5.198 -0.702 -0.01 0.16 -0.23
C 5.105 -5.004 -2.074 0.15 -0.57 -0.33
O 6.151 -4.022 -2.039 -0.20 -0.03 0.73
C 5.769 -2.738 -2.213 0.44 -0.19 0.10
O 5.143 -2.371 -3.160 -0.67 0.28 -0.52
C 6.274 -1.800 -1.151 0.05 0.01 0.05
C 5.188 -1.130 -0.296 0.09 0.16 -0.03
C 3.998 -0.517 -1.064 0.19 -0.14 0.33
C 2.804 -1.398 -1.125 -0.27 0.25 -0.15
N 2.665 -2.629 -1.610 0.14 0.04 -0.17
C 1.390 -2.956 -1.428 0.29 -0.18 -0.06
N 0.812 -4.126 -1.808 -0.23 0.32 -0.02
N 0.731 -1.947 -0.838 -0.11 -0.63 0.04
N 1.638 -0.972 -0.628 -0.03 0.24 0.13
H 5.137 -5.777 -0.056 0.03 0.06 0.13
H 3.537 -5.727 -0.815 -0.02 -0.09 0.06
H 4.270 -4.229 -0.252 0.00 -0.04 0.11
H 5.593 -5.927 -2.383 0.00 0.01 -0.10
H 4.365 -4.755 -2.831 0.01 0.26 -0.01
H 6.815 -1.012 -1.675 0.11 0.00 0.02
H 6.950 -2.338 -0.494 0.17 0.08 0.00
H 4.833 -1.781 0.504 -0.03 -0.16 -0.09
H 5.689 -0.304 0.207 -0.04 0.00 0.10
H 3.677 0.382 -0.535 0.04 0.13 -0.12
H 4.315 -0.248 -2.071 -0.16 -0.03 -0.09
H 0.896 -4.401 -2.770 0.25 -0.25 0.08
H 0.349 -4.733 -1.157 -0.16 0.09 -0.02
H -0.253 -1.926 -0.610 0.00 0.46 0.09
H 1.422 -0.091 -0.173 -0.16 0.23 0.19
C -4.926 -1.438 0.393 0.10 -0.07 -0.09
C -4.779 -0.046 -0.257 -0.22 -0.64 0.78
C -5.956 0.230 -1.195 -0.04 0.12 -0.35
C -5.906 -0.567 -2.497 0.09 -0.03 0.08
C -4.564 -0.375 -3.201 -0.31 0.21 0.01
C -3.363 -0.676 -2.302 0.37 -0.95 -0.14
N -3.485 0.065 -1.007 -0.72 0.88 -0.88
O -3.129 1.294 -1.155 0.37 -0.10 0.33
C -3.249 -2.192 -2.070 -0.05 0.00 0.08
C -2.080 -0.245 -2.998 0.16 0.23 -0.08
C -4.775 0.974 0.875 0.10 0.26 -0.02
H -5.507 -1.360 1.310 -0.04 0.08 -0.01
H -5.444 -2.156 -0.240 0.04 0.00 -0.03
H -3.954 -1.853 0.662 0.01 0.02 0.02
H -5.973 1.297 -1.438 0.09 0.01 0.03
H -6.883 0.018 -0.658 0.01 -0.01 0.05
H -6.093 -1.628 -2.309 0.02 0.00 0.02
H -6.708 -0.233 -3.155 -0.02 -0.02 0.00
H -4.506 -1.010 -4.087 0.05 -0.02 0.00
H -4.493 0.659 -3.550 0.07 0.02 0.07
H -2.478 -2.415 -1.324 -0.02 0.00 0.02
H -2.964 -2.680 -3.002 0.03 0.06 -0.04
H -4.171 -2.659 -1.742 0.01 0.03 0.05
H -2.100 0.799 -3.300 -0.02 0.02 0.11
H -1.932 -0.845 -3.896 -0.06 -0.09 0.02
H -1.212 -0.389 -2.348 -0.01 0.03 0.02
H -3.918 0.825 1.535 0.00 -0.02 -0.01
H -5.685 0.852 1.461 -0.02 -0.06 0.00
H -4.750 1.996 0.506 0.07 -0.03 -0.04
C -0.591 4.857 1.853 0.14 0.05 0.08
C -0.364 3.343 1.656 -0.44 1.01 -0.25
C -1.154 2.548 2.697 0.10 -0.30 0.27
C -0.567 2.629 4.106 0.06 0.05 -0.08
C 0.915 2.254 4.107 -0.34 -0.21 -0.03
C 1.744 3.058 3.103 0.53 0.80 0.41
N 1.091 3.000 1.756 -0.54 -1.34 0.51
O 1.364 1.899 1.152 0.35 -0.15 -0.53
C 1.908 4.508 3.583 -0.13 0.08 -0.07
C 3.150 2.479 3.004 0.06 -0.23 -0.17
C -0.866 3.009 0.259 0.14 -0.22 -0.17
H -1.462 5.175 1.283 -0.03 -0.09 -0.02
H -0.779 5.133 2.888 0.05 -0.01 0.01
H 0.259 5.434 1.493 0.00 0.00 -0.02
H -1.189 1.496 2.389 0.06 0.02 -0.06
H -2.184 2.907 2.695 -0.01 0.03 -0.06
H -0.706 3.629 4.522 0.01 0.02 -0.02
H -1.112 1.950 4.763 -0.01 0.02 0.02
H 1.341 2.397 5.102 0.05 0.03 -0.01
H 1.011 1.187 3.876 0.04 0.03 -0.09
H 2.381 5.119 2.814 0.01 -0.01 -0.01
H 2.551 4.522 4.462 0.04 -0.08 -0.01
H 0.976 4.983 3.871 -0.01 -0.01 -0.03
H 3.141 1.416 2.772 -0.04 0.02 -0.03
H 3.652 2.608 3.962 -0.02 0.04 0.03
H 3.733 2.995 2.240 -0.01 0.02 0.00
H -0.293 3.542 -0.502 0.01 0.02 0.02
H -1.908 3.309 0.174 -0.02 0.02 0.03
H -0.825 1.946 0.037 0.04 0.00 0.04
```
Forces are in eV/Å.

Kohn-Sham gap (alpha / beta)   0.2973 / 0.3344 Eh
LUMO level (alpha / beta)   -0.09756 / -0.09768 hartree
2S+1   3
Net charge   +1

Atom charges from the Mulliken analysis, given in e for atoms 1 to 6: atom 1 (C): -0.795, atom 2 (C): -0.315, atom 3 (O): -0.413, atom 4 (C): 0.547, atom 5 (O): -0.531, atom 6 (C): -0.715

***

(5)
Computed, not measured: one molecule with the formula C5H8 at a distorted geometry, with ωB97M-V with the def2-TZVPD basis set.

The geometry in XYZ format:
```
13
Properties=species:S:1:pos:R:3:forces:R:3
C 1.116 2.038 -0.088 0.31 0.30 -0.33
C 0.234 1.537 0.764 -0.47 -0.26 -0.28
C -0.500 0.284 0.482 -0.02 0.48 0.39
C 0.064 -0.817 0.009 0.05 -0.38 -0.33
C -0.657 -2.016 -0.496 -0.94 -1.31 0.24
H 1.593 2.997 0.036 0.05 0.14 0.36
H 1.368 1.555 -1.023 -0.10 -0.29 0.04
H -0.093 2.119 1.619 0.15 -0.02 0.10
H -1.574 0.341 0.671 0.11 -0.21 -0.16
H 1.139 -0.875 -0.069 0.25 0.27 -0.06
H -1.647 -2.150 -0.052 -0.06 0.41 0.12
H -0.183 -2.990 -0.282 0.32 0.56 -0.04
H -0.860 -2.025 -1.571 0.35 0.31 -0.05
```
Forces are in eV/Å.

Kohn-Sham gap   0.3727 Eh
Structure (SMILES)   C=C/C=C/C
LUMO level   0.04606 hartree
2S+1   1
Net charge   0

Atom charges from the Mulliken analysis, given in e for atoms 1 to 6: atom 1 (C): -0.720, atom 2 (C): -0.247, atom 3 (C): -0.181, atom 4 (C): -0.123, atom 5 (C): -1.111, atom 6 (H): 0.260

***

Result set for energy: -9875.5485; -10985.7978; -11989.4626; -44911.2487; -5313.3320 eV, one per record in the order listed.
Result set for energy relative to the best compared isomer or geometry (same formula, charge and spin): 104.1; 41.8; 69.4; 0.0; 19.3 kcal/mol, one per record in the order listed.